Record 1
{
  "formula": "C52H57AuN4P2Si2",
  "method": "the ωB97M-V functional and the def2-TZVPD basis",
  "species": ["Au", "C", "Si", "C", "C", "N", "P", "C", "P", "N", "Si", "C", "C", "C", "C", "C", "C", "C", "C", "C", "C", "C", "C", "C", "C", "C", "C", "C", "C", "C", "C", "C", "C", "C", "C", "C", "C", "C", "H", "H", "H", "H", "H", "H", "H", "H", "H", "H", "H", "H", "H", "H", "H", "H", "H", "H", "H", "H", "H", "H", "H", "H", "H", "H", "H", "H", "H", "H", "H", "H", "H", "H", "H", "H", "H", "H", "N", "C", "C", "C", "C", "C", "C", "C", "C", "C", "C", "C", "C", "C", "H", "H", "H", "H", "H", "H", "H", "H", "H", "H", "C", "C", "C", "C", "C", "C", "C", "C", "N", "H", "H", "H", "H", "H", "H", "H", "H", "H"],
  "coordinates": [[0.64, 0.82, -0.87], [1.13, 0.13, -4.78], [-0.21, 0.99, -3.73], [-1.02, 2.64, -4.32], [-1.68, -0.03, -4.63], [-0.46, -0.07, -2.25], [-1.36, -0.90, -1.19], [-0.65, -0.44, 0.28], [-0.49, -0.97, 1.87], [0.60, -0.22, 2.70], [1.31, -0.27, 4.23], [0.84, -1.78, 5.29], [3.18, -0.27, 4.10], [0.77, 1.21, 5.27], [-0.22, -2.79, 1.90], [1.10, -3.25, 1.99], [1.38, -4.60, 1.90], [0.35, -5.52, 1.72], [-0.96, -5.07, 1.63], [-1.24, -3.72, 1.71], [-2.14, -0.85, 2.68], [-2.45, -1.58, 3.83], [-3.67, -1.43, 4.47], [-4.60, -0.52, 3.98], [-4.30, 0.22, 2.84], [-3.08, 0.05, 2.20], [-1.28, -2.65, -1.73], [-0.11, -3.34, -1.42], [0.09, -4.62, -1.91], [-0.88, -5.23, -2.70], [-2.04, -4.54, -3.02], [-2.24, -3.25, -2.54], [-3.14, -0.50, -1.23], [-3.52, 0.77, -1.67], [-4.83, 1.19, -1.54], [-5.78, 0.35, -0.97], [-5.41, -0.91, -0.52], [-4.10, -1.33, -0.65], [1.07, 0.40, -5.84], [0.94, -0.94, -4.70], [2.14, 0.32, -4.42], [-1.12, 2.62, -5.41], [-0.49, 3.55, -4.03], [-2.04, 2.69, -3.93], [-1.71, 0.21, -5.71], [-2.67, 0.20, -4.23], [-1.53, -1.11, -4.55], [0.83, -2.71, 4.71], [-0.15, -1.66, 5.74], [1.56, -1.90, 6.10], [3.53, -1.09, 3.46], [3.64, -0.39, 5.09], [3.54, 0.66, 3.67], [-0.29, 1.12, 5.54], [0.90, 2.14, 4.71], [1.36, 1.30, 6.19], [1.89, -2.52, 2.13], [2.41, -4.94, 1.97], [0.57, -6.58, 1.65], [-1.76, -5.78, 1.47], [-2.26, -3.37, 1.63], [-1.72, -2.29, 4.23], [-3.89, -2.00, 5.36], [-5.56, -0.40, 4.48], [-5.03, 0.92, 2.44], [-2.84, 0.62, 1.31], [0.64, -2.86, -0.81], [1.00, -5.15, -1.65], [-0.72, -6.23, -3.08], [-2.79, -4.99, -3.66], [-3.13, -2.70, -2.83], [-2.77, 1.42, -2.10], [-5.11, 2.18, -1.89], [-6.81, 0.68, -0.86], [-6.14, -1.56, -0.06], [-3.81, -2.31, -0.28], [1.64, 1.97, 0.54], [3.11, 1.88, 0.65], [3.83, 1.25, -0.47], [3.60, -0.09, -0.82], [4.21, -0.67, -1.93], [5.10, 0.06, -2.69], [5.38, 1.38, -2.33], [4.76, 1.95, -1.24], [3.73, 2.52, 1.72], [5.15, 2.53, 1.90], [5.76, 3.09, 3.00], [5.03, 3.69, 4.03], [3.64, 3.69, 3.90], [3.01, 3.14, 2.80], [2.92, -0.68, -0.22], [3.97, -1.69, -2.20], [5.57, -0.38, -3.57], [6.07, 1.97, -2.93], [4.93, 3.00, -1.00], [5.77, 2.06, 1.14], [6.84, 3.06, 3.06], [5.52, 4.12, 4.90], [3.03, 4.12, 4.68], [1.92, 3.15, 2.79], [1.17, 3.33, 0.15], [1.78, 3.83, -1.14], [2.49, 5.02, -1.05], [3.04, 5.63, -2.16], [2.89, 5.00, -3.38], [2.22, 3.79, -3.52], [2.30, 3.12, -4.86], [1.62, 3.15, -2.39], [0.97, 1.96, -2.49], [1.43, 4.05, 0.93], [1.22, 1.68, 1.43], [0.08, 3.28, 0.07], [2.61, 5.47, -0.07], [3.59, 6.56, -2.07], [3.34, 5.43, -4.27], [2.68, 3.82, -5.61], [1.34, 2.75, -5.22], [2.98, 2.26, -4.82]],
  "mulliken_charge": [0.717, -1.124, 0.862, -1.287, -1.527, 0.664, 1.675, -1.445, 1.475, 0.518, 0.062, -1.103, -0.663, -1.074, 0.259, -0.135, -0.778, -0.657, -0.791, -0.350, -0.328, -0.163, -0.949, -0.588, -0.653, -0.524, 0.506, -1.264, -0.638, -0.646, -0.699, -0.422, 0.508, -0.760, -0.705, -0.637, -0.789, -0.067, 0.289, 0.316, 0.121, 0.367, 0.361, 0.473, 0.482, 0.295, 0.254, 0.254, 0.241, 0.472, 0.233, 0.393, 0.039, 0.313, 0.241, 0.330, 0.244, 0.414, 0.358, 0.405, 0.330, 0.537, 0.387, 0.366, 0.430, 0.490, 0.538, 0.467, 0.367, 0.420, 0.429, -0.006, 0.429, 0.367, 0.415, 0.258, 0.327, 0.448, -0.488, 0.074, -0.706, -0.622, -0.917, -0.150, 1.060, -0.956, -0.562, -0.860, -0.744, -0.512, 0.694, 0.413, 0.356, 0.333, 0.525, 0.307, 0.364, 0.339, 0.317, 0.150, -1.664, 0.511, -0.663, -1.211, -0.950, 1.752, -0.867, 0.313, -0.648, 0.688, -0.110, 0.506, 0.287, 0.351, 0.303, 0.448, 0.019, 0.148],
  "total_charge": -2,
  "gap_ev": 4.5,
  "spin_multiplicity": 1
}

=====

Record 2
{
  "formula": "C52H58F6N4",
  "method": "the ωB97M-V functional and the def2-TZVPD basis",
  "species": ["C", "C", "C", "C", "N", "H", "H", "H", "H", "H", "H", "H", "C", "C", "C", "C", "N", "H", "H", "H", "H", "H", "H", "H", "C", "C", "C", "C", "N", "H", "H", "H", "H", "H", "H", "H", "C", "C", "C", "C", "N", "H", "H", "H", "H", "H", "H", "H", "F", "C", "C", "C", "C", "C", "C", "H", "H", "H", "H", "H", "F", "C", "C", "C", "C", "C", "C", "H", "H", "H", "H", "H", "F", "C", "C", "C", "C", "C", "C", "H", "H", "H", "H", "H", "F", "C", "C", "C", "C", "C", "C", "H", "H", "H", "H", "H", "F", "C", "C", "C", "C", "C", "C", "H", "H", "H", "H", "H", "F", "C", "C", "C", "C", "C", "C", "H", "H", "H", "H", "H"],
  "coordinates": [[2.94, 5.70, -1.00], [2.90, 4.92, 0.31], [1.64, 4.12, 0.47], [0.53, 4.74, -0.21], [-0.33, 5.13, -0.84], [2.13, 6.46, -1.11], [2.74, 5.00, -1.87], [3.88, 6.29, -1.18], [3.05, 5.64, 1.11], [3.71, 4.20, 0.28], [1.38, 4.05, 1.58], [1.80, 3.09, 0.09], [5.97, -0.28, -3.09], [4.63, -0.97, -3.02], [3.46, -0.03, -3.32], [3.44, 1.23, -2.56], [3.30, 2.26, -2.10], [6.75, -0.98, -2.65], [5.96, 0.67, -2.51], [6.37, -0.15, -4.14], [4.45, -1.39, -2.01], [4.53, -1.74, -3.76], [2.51, -0.49, -3.18], [3.54, 0.25, -4.39], [-1.53, -0.42, 3.59], [-0.85, -0.23, 4.90], [0.31, 0.83, 4.74], [0.01, 2.01, 3.87], [-0.01, 2.88, 3.14], [-0.77, -0.61, 2.85], [-2.07, 0.49, 3.44], [-2.28, -1.21, 3.70], [-0.36, -1.19, 5.28], [-1.49, 0.10, 5.73], [1.30, 0.43, 4.50], [0.41, 1.29, 5.72], [-2.11, -0.49, -0.77], [-1.48, 0.74, -1.36], [-0.17, 1.17, -0.65], [0.73, 0.04, -0.57], [1.44, -0.85, -0.52], [-3.08, -0.66, -1.33], [-2.36, -0.40, 0.28], [-1.44, -1.38, -1.03], [-2.03, 1.68, -1.23], [-1.37, 0.67, -2.47], [-0.33, 1.64, 0.33], [0.26, 1.85, -1.35], [1.01, -2.16, -3.37], [1.82, -3.15, -3.61], [2.34, -3.84, -2.55], [3.22, -4.93, -2.77], [3.60, -5.23, -4.05], [3.13, -4.48, -5.15], [2.32, -3.37, -4.88], [1.92, -3.49, -1.61], [3.63, -5.41, -1.87], [4.17, -6.14, -4.13], [3.52, -4.74, -6.09], [1.93, -2.70, -5.71], [-5.00, 1.91, 4.81], [-4.50, 2.39, 3.67], [-4.77, 1.66, 2.52], [-4.20, 2.10, 1.33], [-3.44, 3.24, 1.25], [-3.10, 3.88, 2.45], [-3.60, 3.40, 3.71], [-5.36, 0.82, 2.52], [-4.34, 1.49, 0.43], [-3.09, 3.72, 0.38], [-2.27, 4.61, 2.45], [-3.31, 3.86, 4.67], [4.91, 2.79, 4.39], [4.74, 2.07, 3.32], [5.90, 1.72, 2.60], [5.78, 1.03, 1.38], [4.52, 0.79, 0.88], [3.32, 1.19, 1.62], [3.49, 1.88, 2.81], [6.85, 1.86, 3.02], [6.63, 0.59, 0.84], [4.42, 0.27, -0.05], [2.35, 1.01, 1.12], [2.69, 2.38, 3.33], [-4.54, -0.02, -3.43], [-5.65, 0.31, -2.74], [-6.46, 1.38, -3.17], [-7.67, 1.53, -2.52], [-8.06, 0.74, -1.43], [-7.09, -0.13, -0.90], [-5.93, -0.40, -1.57], [-6.15, 1.98, -4.07], [-8.38, 2.30, -2.76], [-8.99, 0.90, -0.96], [-7.18, -0.66, 0.05], [-5.35, -1.26, -1.33], [6.70, -3.62, 2.73], [5.59, -2.96, 2.62], [4.81, -2.98, 1.44], [3.52, -2.42, 1.48], [3.00, -1.92, 2.69], [3.84, -1.82, 3.78], [5.13, -2.28, 3.71], [5.24, -3.57, 0.61], [2.99, -2.50, 0.56], [1.95, -1.55, 2.67], [3.47, -1.45, 4.71], [5.58, -2.25, 4.64], [-3.57, -3.67, -2.55], [-4.86, -3.75, -2.04], [-5.99, -3.94, -2.87], [-7.25, -3.93, -2.33], [-7.44, -3.70, -0.95], [-6.36, -3.54, -0.15], [-5.07, -3.56, -0.68], [-5.88, -4.04, -3.95], [-8.07, -4.14, -3.02], [-8.42, -3.66, -0.53], [-6.50, -3.29, 0.95], [-4.20, -3.26, -0.05]],
  "mulliken_charge": [-1.321, -0.346, 1.783, -0.068, -0.625, 0.349, 0.250, 0.370, 0.433, 0.174, -0.007, -0.902, -1.359, 0.397, 0.173, -0.167, -0.339, 0.343, 0.273, 0.364, -0.171, 0.332, -0.287, 0.495, -0.602, -0.645, -0.115, 0.120, -0.356, 0.036, -0.025, 0.550, 0.272, 0.411, -0.094, 0.469, -0.176, -1.389, 0.719, -0.411, 0.108, -0.288, 0.039, 0.446, 0.388, 0.320, -0.026, 0.272, -0.230, 0.152, -0.011, -0.560, -0.345, -0.671, -0.245, 0.385, 0.361, 0.388, 0.420, 0.316, -0.360, 0.403, -0.869, 0.244, -1.100, -0.190, -0.590, 0.694, 0.405, 0.596, 0.343, 0.419, -0.380, 0.146, -0.887, -0.432, -0.531, 0.966, -0.641, 0.490, 0.400, 0.478, -0.295, 0.491, -0.330, 0.684, -0.727, -0.203, -0.998, -0.300, 0.164, 0.392, 0.377, 0.460, 0.396, 0.078, -0.343, 0.245, -0.563, -0.158, -0.333, -0.281, -0.768, 0.426, 0.459, 0.305, 0.467, 0.548, -0.310, 0.571, -0.474, -0.453, -0.471, -0.276, -0.306, 0.403, 0.365, 0.419, 0.348, 0.261],
  "total_charge": 0,
  "smiles": "Fc1ccccc1.Fc1ccccc1.Fc1ccccc1.Fc1ccccc1.Fc1ccccc1.Fc1ccccc1.CCCC#N.CCCC#N.CCCC#N.CCCC#N",
  "gap_ev": 9.2,
  "spin_multiplicity": 1
}